Entry 1:
ORCA calculation (ωB97M-V/def2-TZVPD) on 2 unconnected molecules or ions with the total composition C3H7O3.

Geometry as XYZ:
```
13
Properties=species:S:1:pos:R:3:forces:R:3:mulliken_charge:R:1
C -2.190450 0.683977 -0.479328 -0.4 -0.4 1.2 -0.87
C -1.216791 -0.513819 -0.226955 0.4 1.2 -0.9 0.58
O -1.006407 -0.766606 0.976741 0.2 -0.2 0.3 -0.73
O -0.708898 -1.023820 -1.248307 0.0 -0.3 0.1 -0.71
H -2.447254 0.934330 -1.486589 0.1 -0.2 -0.8 0.32
H -1.880553 1.604299 0.019674 0.3 -0.1 0.1 0.21
H -3.094585 0.362453 0.042007 -0.3 0.2 0.0 0.23
C 2.583142 0.672247 -0.226380 0.0 0.8 1.0 -0.54
O 2.130271 0.562872 1.129478 -0.1 -0.1 -0.6 -0.53
H 1.376272 -0.046154 1.080085 -0.3 0.2 0.3 0.32
H 2.671116 -0.331222 -0.627081 0.3 0.1 -0.6 0.25
H 1.944554 1.328797 -0.819186 -0.5 -0.4 -0.2 0.23
H 3.509581 1.254666 -0.192214 0.3 -0.6 0.0 0.24
```
Positions in Å, forces in eV/Å.

* M: 91.09 Da
* energy relative to the best compared isomer or geometry (same formula, charge and spin): 23.2 kcal/mol
* HOMO level: -4.1 eV
* calculated total energy: -9368.1539 eV
* Kohn-Sham gap: 8.16 eV
* net charge: -1



Entry 2:
ORCA calculation (ωB97M-V/def2-TZVPD) on a molecular structure, C28H23Co2N2O6.

Geometry as XYZ:
```
61
Properties=species:S:1:pos:R:3:forces:R:3:mulliken_charge:R:1
C -2.180217 1.746823 -1.505586 0.1 0.2 -0.5 -0.83
C -1.736190 1.861681 -0.085533 0.2 0.1 0.4 1.41
C -1.545092 0.733586 0.723724 -0.7 -0.3 -0.2 0.10
N -1.688981 -0.572814 0.156328 -0.3 0.8 1.1 1.12
C -0.970207 -1.089243 -0.917574 1.3 2.6 -1.3 -0.01
N -1.747047 -2.091768 -1.415974 -0.7 -1.8 -1.0 0.35
C -1.660912 -2.794506 -2.685034 -0.1 0.5 0.1 -1.16
C -2.858176 -2.270983 -0.620095 -0.3 0.2 0.4 -1.27
C -2.837214 -1.332284 0.340856 -0.5 -0.4 0.1 -0.31
C -1.372761 0.843722 2.104501 0.2 0.5 -0.2 0.54
C -1.349351 -0.360749 2.988384 0.2 -0.2 0.5 -1.64
C -1.221956 2.122577 2.649060 -0.2 -0.1 -0.2 -0.93
C -1.289295 3.263968 1.850984 0.1 -0.2 -0.2 0.80
C -1.070499 4.622852 2.447891 0.0 0.3 0.1 -1.49
C -1.557753 3.121303 0.486012 0.0 -0.2 0.2 -1.31
H -2.069595 2.727462 -1.977877 -0.2 -0.1 -0.1 0.36
H -1.578616 1.048177 -2.086985 -0.1 0.0 0.2 -0.13
H -3.228340 1.435860 -1.590237 0.1 0.0 0.1 0.22
H -1.025715 -2.227350 -3.379901 -0.4 -0.5 0.4 -0.04
H -1.256661 -3.802187 -2.527738 0.0 0.2 -0.3 0.24
H -2.675652 -2.871809 -3.103628 0.2 0.0 0.1 0.53
H -3.588555 -3.035937 -0.835796 0.1 0.1 0.1 0.52
H -3.560880 -1.117514 1.116265 0.2 -0.1 -0.1 0.47
H -0.957037 -0.067477 3.968325 0.0 -0.1 -0.1 0.43
H -2.354695 -0.770502 3.156927 0.2 0.0 -0.1 0.28
H -0.717006 -1.162159 2.589620 -0.2 0.1 0.0 0.27
H -1.056134 2.222296 3.721887 0.0 0.0 -0.2 0.36
H -1.255056 5.401107 1.701048 0.0 0.0 0.2 0.33
H -1.742353 4.791858 3.297413 0.1 0.0 -0.1 0.34
H -0.044368 4.745660 2.819331 -0.2 0.0 -0.1 0.31
H -1.641388 4.002113 -0.157281 0.0 -0.2 0.3 0.18
O 3.240584 -1.652990 0.360127 -1.2 0.0 -1.0 -0.42
C 2.494468 -1.703309 -0.525722 2.4 0.8 2.4 -0.23
Co 1.447456 -1.815341 -1.883056 -0.5 -0.9 -0.5 1.17
C 1.008385 -3.447156 -1.391965 -1.6 -2.0 1.4 -0.28
O 0.801163 -4.508487 -0.977377 0.4 1.0 -0.7 -0.45
C 0.284548 -0.477357 -1.283796 -2.5 -1.2 1.4 0.37
O 0.548405 0.694985 -1.045296 0.6 0.9 -0.1 -0.77
C 2.368708 -0.773018 -3.130211 2.1 -1.3 1.7 -0.58
C 3.263340 0.350015 -3.005679 0.6 0.7 -0.3 0.21
C 2.777991 1.624939 -2.647278 0.2 -0.3 0.0 0.03
C 3.660137 2.629874 -2.271848 0.2 -0.1 -0.2 -0.76
C 5.041992 2.406749 -2.340207 -0.1 -0.1 0.0 -0.39
C 5.527001 1.184518 -2.823897 -0.1 0.2 0.0 -0.62
C 4.646424 0.165242 -3.176849 -0.2 0.3 0.3 -0.56
C 2.517485 -2.195816 -3.354919 4.6 1.5 0.2 1.45
C 3.258832 -3.274093 -2.968743 0.3 0.2 -1.0 -1.01
Co 1.207399 -1.486759 -4.280951 -4.0 -0.1 -3.4 0.11
C -0.053829 -0.256968 -4.271867 -2.6 1.6 0.3 0.55
O -0.840281 0.580031 -4.446470 1.5 -1.2 0.3 -0.45
C 0.872920 -3.098149 -4.834786 -1.9 -2.3 -0.6 -0.01
O 0.663814 -4.157288 -5.254911 0.8 1.3 0.6 -0.41
C 1.544328 -0.954901 -5.903767 2.2 1.0 -2.2 0.25
O 1.782541 -0.630131 -6.988198 -0.7 -0.5 1.4 -0.43
H 1.704041 1.787629 -2.605817 0.3 -0.1 0.1 0.22
H 3.260384 3.578921 -1.906121 0.2 -0.2 -0.2 0.38
H 5.735100 3.187889 -2.020322 -0.2 -0.2 -0.1 0.35
H 6.598298 1.009317 -2.909689 -0.2 0.1 0.0 0.37
H 5.011897 -0.789440 -3.552864 -0.1 0.1 0.2 0.37
H 3.103112 -4.207481 -3.507164 0.1 -0.1 0.5 0.21
H 4.084719 -3.123465 -2.268627 -0.1 -0.3 -0.4 0.31
```
Positions in Å, forces in eV/Å.

* M: 601.37 Da
* energy relative to the best compared isomer or geometry (same formula, charge and spin): 11.2 kcal/mol
* HOMO level: -1.4 eV
* calculated total energy: -119922.7025 eV
* Kohn-Sham gap: 4.23 eV
* net charge: -1



Entry 3:
ORCA calculation (ωB97M-V/def2-TZVPD) on a molecular structure, C27H26FMoN6O4.

Geometry as XYZ:
```
65
Properties=species:S:1:pos:R:3:forces:R:3:mulliken_charge:R:1
Mo 0.578227 0.729664 0.485210 -0.8 -0.8 0.3 0.57
C -2.803647 -3.145868 1.056163 0.0 0.0 0.0 -0.40
C -3.272212 -2.019563 0.382165 0.0 0.0 0.0 -1.12
C -2.650469 -0.796701 0.564617 0.0 0.0 0.0 0.59
C -1.571393 -0.711781 1.443778 0.2 0.4 0.1 -0.80
C -1.105723 -1.826449 2.127909 0.1 -0.1 0.0 -0.16
C -1.723250 -3.052056 1.922575 0.0 0.0 0.0 -0.96
N -0.924204 0.564732 1.636529 0.0 0.3 -0.3 0.73
C -1.527349 1.647727 2.309955 0.0 -0.6 -0.1 0.02
C -2.614169 1.594331 3.160927 -0.1 0.1 0.1 -0.69
C -3.040898 2.790747 3.723973 0.0 0.0 0.0 -0.73
C -2.403007 3.995364 3.432007 0.0 0.0 0.0 -0.62
C -1.319972 4.038715 2.565339 -0.1 0.1 0.1 -0.55
C -0.896863 2.842187 2.021323 0.4 0.1 -0.3 0.57
N 0.152289 2.646465 1.079536 -0.1 0.1 0.2 1.00
N 0.675057 3.722376 0.584741 0.0 -0.1 0.0 -1.28
C 1.526933 3.387299 -0.405577 0.1 0.0 -0.2 0.09
C 2.244894 4.364239 -1.113526 -0.1 0.0 0.1 -0.60
C 3.078704 3.970770 -2.117892 0.1 -0.1 -0.1 -0.24
C 3.202252 2.600019 -2.417285 0.1 0.1 -0.1 -0.92
C 2.487073 1.687573 -1.705465 -0.1 0.0 0.2 -0.33
N 1.636388 2.063060 -0.701447 0.1 0.1 0.0 0.21
H -3.289742 -4.100965 0.904969 0.0 0.0 0.0 0.47
H -4.112608 -2.103140 -0.294961 0.0 0.0 0.0 0.49
H -2.983394 0.086867 0.035413 0.0 0.0 0.0 0.47
H -0.275899 -1.724924 2.816389 0.0 0.0 0.0 0.67
H -1.367319 -3.927627 2.448357 0.0 0.0 0.0 0.47
H -3.107901 0.655745 3.376621 0.0 0.0 0.0 0.51
H -3.886171 2.786812 4.398963 0.0 0.0 0.0 0.43
H -2.759404 4.910035 3.885352 0.0 0.0 0.0 0.42
H -0.818082 4.962492 2.316956 0.0 0.0 0.0 0.50
H 2.106614 5.399405 -0.836773 0.0 0.0 0.0 0.54
H 3.641096 4.703775 -2.680520 0.0 0.0 0.0 0.42
H 3.855610 2.254855 -3.205273 0.0 0.0 0.0 0.44
H 2.571240 0.628612 -1.893780 0.0 0.0 0.0 0.50
C 3.824665 -1.083129 1.008720 0.1 0.0 0.0 -1.55
C 2.657183 -0.935387 1.978283 0.0 0.1 0.1 1.26
C 3.096754 -1.264624 3.405761 0.0 0.0 0.0 -1.74
C 2.080977 0.490585 1.939710 -0.1 0.1 -0.1 -0.59
H 4.235978 -2.093034 1.040446 0.0 0.0 0.0 0.41
H 4.625489 -0.390564 1.282749 0.0 0.0 0.0 0.40
H 3.534823 -0.878319 -0.022231 0.0 0.0 0.0 0.20
H 1.882542 -1.658412 1.695809 0.0 0.0 0.0 -0.07
H 3.838987 -0.542180 3.753820 0.0 0.0 0.0 0.37
H 3.546485 -2.257535 3.457803 0.0 0.0 0.0 0.43
H 2.255845 -1.238371 4.102004 0.0 0.0 0.0 0.39
H 2.871428 1.230356 1.776898 0.0 0.0 0.0 0.43
H 1.611465 0.749706 2.893406 0.0 0.0 0.0 0.50
F -4.032275 -3.400017 -2.788039 0.0 0.0 0.0 -0.31
C -2.957751 -2.963174 -3.445384 -0.1 0.0 -0.1 0.37
C -1.834846 -2.655032 -2.808111 0.2 0.0 0.1 -0.19
N -0.716055 -2.188101 -3.478738 0.0 -0.1 0.0 0.16
C 0.482854 -1.865320 -2.746997 -0.1 0.0 0.0 -1.05
C 0.226386 -0.824608 -1.696229 0.4 0.1 0.5 0.81
O -0.667182 0.004239 -1.741953 0.0 0.1 0.2 -0.55
O 1.095309 -0.804648 -0.685618 0.0 0.0 -0.7 -0.34
C -0.701966 -2.024558 -4.856675 -0.1 0.2 0.0 0.45
O 0.261148 -1.603521 -5.457544 0.0 -0.1 0.0 -0.63
N -1.885423 -2.364501 -5.475294 0.0 0.0 0.1 -0.06
C -3.072517 -2.828150 -4.898223 0.0 0.0 -0.1 0.13
O -4.050370 -3.071052 -5.553598 0.0 0.0 0.0 -0.57
H -1.757706 -2.754874 -1.733785 0.0 0.0 0.0 0.64
H 1.178796 -1.424841 -3.466052 0.1 -0.1 0.0 0.37
H 0.965146 -2.740079 -2.309522 -0.1 0.0 0.1 0.32
H -1.898871 -2.245646 -6.478685 0.0 0.0 0.0 0.24
```
Positions in Å, forces in eV/Å.

* M: 613.48 Da
* energy relative to the best compared isomer or geometry (same formula, charge and spin): 0.0 kcal/mol
* HOMO level (alpha / beta): -11.6 / -11.1 eV
* calculated total energy: -50120.1408 eV
* Kohn-Sham gap (alpha / beta): 6.68 / 6.64 eV
* net charge: +1



Entry 4:
ORCA calculation (ωB97M-V/def2-TZVPD) on C7H8N2 in the gas phase.

Geometry as XYZ:
```
17
Properties=species:S:1:pos:R:3:forces:R:3:mulliken_charge:R:1
C -0.924851 2.016095 1.279730 1.2 2.6 1.4 -1.14
C -0.398240 1.039569 0.340385 -0.6 0.8 0.2 0.81
C -0.287755 -0.263251 0.583537 0.4 1.7 -1.1 -0.81
C 0.410855 -1.112421 -0.286899 -0.5 -1.0 -1.5 0.78
C 1.513553 -1.902676 0.280109 1.9 3.7 -0.6 -1.22
N 0.157701 -1.284430 -1.519064 0.1 -0.5 -2.3 -0.55
C -0.726237 -0.390983 -2.212252 0.0 -0.6 -0.2 -0.46
C -0.464996 0.819853 -1.784056 1.2 1.1 1.9 0.44
N 0.108242 1.513058 -0.876128 -1.0 -0.5 -2.4 -0.58
H -1.642449 2.737554 0.853292 -0.2 -0.8 0.1 0.28
H -0.108541 2.796884 1.631282 -1.1 -1.8 -0.6 0.26
H -1.280421 1.464722 2.144058 -0.4 0.4 0.2 0.34
H -0.419859 -0.689040 1.498092 -0.7 -0.6 2.8 0.48
H 1.631539 -1.606751 1.299945 0.5 -0.1 0.7 0.37
H 2.409349 -1.548184 -0.340667 -0.9 -1.0 1.1 0.27
H 1.319827 -2.882735 0.204010 -0.3 -3.7 -0.4 0.35
H -1.297716 -0.707266 -3.095373 0.3 0.1 0.8 0.38
```
Positions in Å, forces in eV/Å.

* M: 120.15 Da
* energy relative to the best compared isomer or geometry (same formula, charge and spin): 75.7 kcal/mol
* HOMO level: -8.1 eV
* calculated total energy: -10364.9000 eV
* Kohn-Sham gap: 8.39 eV



Entry 5:
ORCA calculation (ωB97M-V/def2-TZVPD) on 2 unconnected molecules or ions with the total composition C9H13N4S.

Geometry as XYZ:
```
27
Properties=species:S:1:pos:R:3:forces:R:3:mulliken_charge:R:1
C -2.181570 -1.536796 0.065336 0.9 3.9 -1.4 -0.79
C -3.051857 -0.781737 -0.624075 3.6 0.8 -0.5 -0.79
C -0.754040 -1.049432 0.180474 -1.6 -0.4 -0.2 -0.46
C -1.280132 0.833818 -1.354172 1.6 -1.7 0.2 -0.77
C -2.583009 0.416374 -1.380684 -1.2 -0.5 1.7 0.73
C -0.321680 0.100663 -0.580923 -0.9 2.1 -1.3 0.82
C 0.921488 0.528461 3.324022 3.5 0.4 5.5 -0.03
C 2.085230 0.149005 0.116460 0.8 -2.5 -0.9 0.48
C 2.699875 0.939235 0.969591 1.0 -0.1 0.8 -0.92
N 0.308588 0.587355 2.406295 -3.4 0.2 -4.2 -0.35
N -3.557579 1.160469 -1.941177 -0.7 -1.5 -0.9 -0.47
N 2.493351 -1.183173 -0.141188 -0.9 0.4 -0.5 -0.45
N 0.957493 0.514148 -0.639747 -1.2 0.9 -0.6 -0.13
S 4.152508 0.403812 1.875465 0.1 0.2 -1.4 -0.21
H -2.445153 -2.360730 0.613117 -0.6 -2.1 0.9 0.52
H -3.903081 -1.140991 -1.028435 -3.3 -1.2 -0.2 0.40
H -0.147176 -1.804050 -0.202783 1.3 -1.9 -0.5 0.53
H -0.913647 1.422125 -2.167192 0.1 1.0 0.0 0.29
H 1.561727 0.663418 4.196730 -0.5 -0.4 -0.6 0.32
H 2.354405 1.874707 1.309452 -0.7 0.8 -0.2 0.50
H -0.475833 -0.956882 1.184169 0.5 0.1 1.6 0.40
H -4.435725 0.685646 -2.234582 1.0 0.5 0.6 0.28
H -3.248676 1.819732 -2.619647 0.1 0.8 -0.4 0.25
H 2.501892 -1.558919 -1.088672 -0.4 0.7 0.2 0.22
H 3.329699 -1.460099 0.306115 0.8 -0.1 0.8 0.19
H 1.076826 1.326637 -1.241448 0.1 -0.2 0.4 0.24
H 4.856073 0.407203 0.697500 0.1 -0.1 0.9 0.18
```
Positions in Å, forces in eV/Å.

* M: 209.30 Da
* energy relative to the best compared isomer or geometry (same formula, charge and spin): 23.2 kcal/mol
* HOMO level: -11.6 eV
* calculated total energy: -26331.0377 eV
* Kohn-Sham gap: 7.88 eV
* net charge: +1



Entry 6:
ORCA calculation (ωB97M-V/def2-TZVPD) on 2 unconnected molecules or ions with the total composition C4H6N2S2.

Geometry as XYZ:
```
14
Properties=species:S:1:pos:R:3:forces:R:3:mulliken_charge:R:1
C -3.007684 0.330282 -0.582786 0.6 2.1 -0.8 -0.04
C -0.790506 0.228540 0.220902 4.0 -0.9 0.4 0.00
C -1.437774 -0.969926 0.325191 -1.2 1.8 -1.8 0.21
C 1.570439 0.177301 0.039523 -3.9 2.6 -2.2 -0.71
N -2.754358 -0.853661 -0.233901 0.9 -1.5 1.7 -0.53
N -0.946753 -2.214855 0.704548 -2.4 0.7 -1.9 -0.48
S -1.656093 1.511808 -0.504870 -0.7 -1.4 0.4 -0.13
S 2.114098 1.754317 -0.567956 1.2 0.0 2.8 -0.11
H -3.929518 0.710593 -0.979706 -0.4 -0.2 -0.1 0.41
H 1.937600 0.017822 0.991550 0.6 -1.1 1.6 0.38
H 1.446390 -0.440749 -0.824496 0.3 -1.2 0.5 0.42
H -0.041311 -2.147265 0.981046 3.1 0.1 1.1 0.21
H -1.515933 -2.649345 1.376561 -0.8 -0.8 0.9 0.25
H 1.483847 1.686531 -1.650039 -1.3 -0.1 -2.5 0.10
```
Positions in Å, forces in eV/Å.

* M: 146.24 Da
* energy relative to the best compared isomer or geometry (same formula, charge and spin): 96.4 kcal/mol
* HOMO level (alpha / beta): -8.1 / -8.1 eV
* calculated total energy: -28892.0298 eV
* Kohn-Sham gap (alpha / beta): 7.89 / 7.89 eV